Entry 1:
C24H75N2O17SSi | the ωB97M-V functional and the def2-TZVPD basis

Strongest force on any atom: 0.142 Eh/bohr
HOMO: -11.66 eV
2S+1: 1
Total energy: -82584.571 eV
Charge: +1

Last column: Mulliken charge in e.
Geometry (Å):
S1 5.134 -0.188 0.471  0.808
Si1 -1.151 0.123 0.787  0.355
O1 0.062 5.313 0.886  -0.314
O2 -3.080 -6.840 -4.856  -0.478
O3 6.590 0.220 0.488  -0.524
O4 0.431 -7.318 -8.099  -0.494
O5 6.661 -2.890 2.141  -0.489
O6 0.606 5.113 5.421  -0.433
O7 -3.744 -2.967 -2.433  -0.503
O8 4.915 -1.625 -0.034  -0.579
O9 -3.486 3.687 0.848  -0.313
O10 0.527 8.185 -0.878  -0.475
O11 -1.098 -3.143 6.817  -0.456
O12 -2.611 5.867 -2.757  -0.510
O13 2.565 10.540 -0.555  -0.469
O14 0.162 3.417 -2.368  -0.325
O15 -0.523 -8.681 -3.967  -0.455
O16 -0.324 -7.594 0.019  -0.511
O17 -1.895 0.409 5.349  -0.440
N1 0.932 -1.952 1.779  0.460
N2 1.707 0.260 1.525  0.214
C1 2.355 -2.102 2.164  -0.242
C2 -2.770 -3.945 -2.762  -0.420
C3 0.523 -0.606 1.403  -0.117
C4 0.819 -7.378 -0.795  -0.436
C5 2.810 -0.604 1.966  0.103
C6 -1.641 -4.444 6.652  -0.548
C7 -0.846 8.531 -0.983  -0.240
C8 0.654 5.156 2.166  -0.762
C9 0.621 -8.463 -4.781  -0.555
C10 0.877 3.918 -3.488  -0.708
C11 -0.424 -4.326 1.345  -0.046
C12 -2.307 0.316 2.308  -0.558
C13 -3.756 -7.442 -3.766  -0.458
C14 1.535 5.950 6.093  -0.571
C15 -2.573 -0.196 6.440  -0.473
C16 7.855 -3.215 1.445  -0.532
C17 0.032 -3.148 1.757  -0.512
C18 4.336 -0.053 2.183  -0.795
C19 -2.047 -0.925 -0.541  -0.621
C20 -4.859 4.033 0.742  -0.750
C21 3.279 11.043 -1.674  -0.526
C22 -3.152 4.566 -2.921  -0.313
C23 -0.778 1.934 0.172  0.010
C24 0.076 -5.962 -8.320  -0.537
H1 -1.645 -4.965 7.613  0.274
H2 4.321 1.052 2.538  0.422
H3 0.694 -5.546 -9.120  0.279
H4 2.471 5.407 6.252  0.273
H5 7.630 -3.910 0.633  0.263
H6 1.119 6.265 7.053  0.279
H7 1.349 -6.496 -0.433  0.262
H8 4.341 0.616 -0.382  0.215
H9 2.706 11.845 -2.145  0.262
H10 3.427 10.235 -2.391  0.213
H11 6.063 -2.476 1.502  0.245
H12 -1.274 8.642 0.016  0.265
H13 -0.971 -9.467 -4.311  0.261
H14 -2.554 4.009 -3.647  0.245
H15 1.151 -7.581 -4.418  0.222
H16 0.045 4.154 -1.750  0.162
H17 -0.946 9.467 -1.539  0.296
H18 -4.812 -7.169 -3.811  0.272
H19 -2.665 -4.355 6.286  0.233
H20 -1.879 -2.061 -0.468  -0.127
H21 4.252 11.420 -1.349  0.252
H22 -3.154 4.046 -1.959  0.038
H23 0.241 4.264 2.640  0.128
H24 -1.667 0.123 3.253  0.009
H25 8.305 -2.304 1.043  0.227
H26 -3.329 -7.082 -2.826  0.125
H27 -0.087 2.388 0.992  -0.376
H28 1.736 5.040 2.058  0.385
H29 -1.045 -5.002 5.926  0.249
H30 0.246 -5.398 -7.402  0.202
H31 0.271 -7.793 -8.926  0.287
H32 1.480 -8.246 -0.737  0.287
H33 -2.802 1.364 2.314  0.214
H34 -2.710 -4.053 -3.848  0.341
H35 -0.963 0.155 5.417  0.232
H36 0.454 4.343 5.988  0.272
H37 -5.383 3.237 0.211  0.253
H38 -0.980 -5.899 -8.593  0.269
H39 -4.961 4.967 0.186  0.290
H40 0.447 6.111 0.489  0.202
H41 -1.705 5.759 -2.433  0.191
H42 -2.148 -7.098 -4.791  0.290
H43 -1.802 -3.622 -2.377  0.257
H44 1.849 4.296 -3.164  0.282
H45 -3.114 -0.521 2.219  0.322
H46 -5.287 4.144 1.741  0.298
H47 -1.846 -0.581 -1.639  0.378
H48 -0.773 -8.379 -0.324  0.287
H49 -4.590 -3.278 -2.786  0.276
H50 2.956 -3.016 2.504  0.429
H51 0.431 6.029 2.782  0.329
H52 1.024 3.108 -4.204  0.258
H53 -1.729 2.590 0.127  -0.054
H54 -0.182 1.944 -0.830  0.382
H55 1.283 -9.331 -4.724  0.327
H56 -0.865 -5.333 0.935  0.401
H57 -0.193 -3.251 7.141  0.268
H58 -3.046 4.408 1.322  0.203
H59 -3.630 0.072 6.392  0.254
H60 8.552 -3.685 2.141  0.235
H61 -2.472 -1.281 6.377  0.107
H62 2.449 11.276 0.063  0.281
H63 4.889 -0.758 2.917  0.393
H64 -3.193 -0.762 -0.380  0.297
H65 0.309 -8.298 -5.815  0.218
H66 1.808 1.279 1.338  0.276
H67 -2.150 0.165 7.381  0.252
H68 -1.372 7.737 -1.515  -0.062
H69 -3.041 -4.901 -2.306  0.070
H70 0.505 -7.214 -1.829  0.127
H71 -4.176 4.652 -3.287  0.284
H72 1.728 6.829 5.477  0.201
H73 -3.660 -8.529 -3.831  0.244
H74 0.967 8.907 -0.402  0.275
H75 0.303 4.719 -3.961  0.267


Entry 2:
C20H64N5O12S | the ωB97M-V functional and the def2-TZVPD basis

Strongest force on any atom: 0.084 Eh/bohr
<S²>: 0.7508
HOMO (alpha / beta): -6.55 / -7.79 eV
2S+1: 2
Total energy: -64623.039 eV

Last column: Mulliken charge in e.
Geometry (Å):
S1 -0.126 -1.047 0.517  0.139
O1 -1.253 0.936 -5.782  -0.323
O2 5.736 0.613 -0.374  -0.363
O3 2.906 3.983 -0.929  -0.396
O4 -2.991 3.307 0.633  -0.358
O5 -1.716 -3.973 -0.674  -0.283
O6 -3.165 -4.919 3.003  -0.401
O7 2.299 -2.992 -1.026  -0.099
O8 -1.220 -1.642 -0.318  -1.133
O9 0.027 -1.851 1.704  -1.040
O10 -0.425 0.267 1.008  -0.817
O11 1.115 -1.020 -0.196  -0.323
O12 1.170 -3.974 1.935  -0.216
N1 0.037 3.003 1.066  -0.697
N2 -2.124 -1.584 3.414  -0.659
N3 -0.253 -1.232 -2.873  -0.490
N4 3.251 -0.865 1.868  -0.302
N5 -2.409 1.302 2.669  -0.623
C1 -0.773 1.444 -7.036  -0.677
C2 -0.447 0.044 -5.014  -0.923
C3 -3.992 -2.354 2.058  -1.118
C4 -3.067 4.102 -0.550  -0.736
C5 -4.657 2.103 2.728  -1.773
C6 4.320 3.820 -0.863  -0.581
C7 2.246 3.165 -0.004  -0.445
C8 -2.860 -5.896 2.084  -0.446
C9 -3.055 -2.717 3.216  0.530
C10 0.804 3.691 0.038  1.219
C11 -1.554 0.688 -2.663  -0.873
C12 -3.638 1.370 1.897  1.594
C13 -3.558 2.022 0.449  -0.383
C14 0.651 5.181 0.295  -1.694
C15 5.483 -0.509 2.438  -1.475
C16 4.791 -0.370 -0.020  -0.335
C17 4.392 -0.125 1.405  0.370
C18 -1.113 -0.445 -3.705  0.110
C19 6.126 0.570 -1.766  -0.880
C20 -2.190 -3.949 3.091  -0.007
H1 2.640 3.230 1.010  0.425
H2 -5.569 2.063 2.133  0.405
H3 -3.684 -6.604 1.989  0.286
H4 1.727 -3.762 -0.995  0.201
H5 -0.927 3.287 0.971  0.190
H6 2.966 -3.058 -0.338  0.292
H7 0.690 -3.152 2.060  0.561
H8 -2.341 4.915 -0.561  0.245
H9 1.066 5.458 1.264  0.380
H10 6.383 -0.136 1.949  0.371
H11 5.146 -1.381 -0.221  0.379
H12 4.737 3.974 0.132  0.301
H13 3.929 -0.093 -0.627  0.217
H14 -3.372 -1.961 1.253  -0.029
H15 -1.926 1.481 -3.311  0.591
H16 -3.665 -2.719 4.119  0.331
H17 -3.915 0.320 1.804  -0.532
H18 -4.098 4.356 -0.798  0.349
H19 -0.075 2.006 0.946  0.464
H20 0.888 -4.428 1.137  0.102
H21 1.781 -2.204 -0.846  0.330
H22 -4.590 2.057 0.102  0.660
H23 -2.699 -5.442 1.106  -0.011
H24 -4.651 -1.568 2.427  0.323
H25 1.135 5.873 -0.393  0.297
H26 -1.639 -3.024 -0.554  0.280
H27 0.171 3.493 -0.827  0.092
H28 4.125 0.932 1.418  0.178
H29 -0.851 -4.390 -0.696  0.212
H30 -1.477 1.978 -7.673  0.239
H31 -0.218 -0.789 -5.679  0.441
H32 2.375 -0.764 1.376  -0.061
H33 -2.283 0.287 -1.958  0.084
H34 6.927 -0.160 -1.882  0.333
H35 -4.738 1.622 3.703  0.453
H36 -2.827 3.463 -1.400  0.163
H37 -1.974 -6.374 2.502  0.345
H38 -1.740 0.857 2.058  -0.280
H39 -0.045 2.198 -6.738  0.294
H40 6.443 1.516 -2.205  0.283
H41 -1.518 -4.042 3.944  0.448
H42 -2.553 -0.685 3.246  0.317
H43 2.374 2.126 -0.307  0.072
H44 -2.029 2.233 2.582  0.677
H45 0.530 -0.625 -2.675  0.181
H46 -1.533 -3.900 2.223  -0.262
H47 -0.649 1.130 -2.246  0.172
H48 4.710 4.609 -1.506  0.314
H49 2.106 -3.772 1.878  0.319
H50 -4.555 3.186 2.800  0.260
H51 -2.181 -4.171 -1.490  0.444
H52 -4.476 -3.244 1.654  0.461
H53 -0.692 -1.445 -1.989  0.444
H54 0.441 0.635 -4.791  0.307
H55 4.533 2.845 -1.303  0.119
H56 3.481 -1.837 1.720  0.178
H57 -2.903 1.437 -0.198  -0.175
H58 5.393 -0.042 3.418  0.343
H59 -0.320 0.612 -7.576  0.265
H60 5.319 0.204 -2.402  0.335
H61 5.638 -1.585 2.351  0.381
H62 -1.290 -1.545 2.846  0.338
H63 -2.003 -1.024 -3.951  0.466
H64 -0.418 5.394 0.287  0.314